(1)
{"formula": "C40H52O16", "method": "wB97M-V/def2-TZVPD", "elements": ["O", "C", "C", "C", "C", "O", "C", "C", "H", "H", "H", "H", "H", "H", "O", "C", "C", "C", "C", "O", "C", "C", "H", "H", "H", "H", "H", "H", "O", "C", "C", "C", "C", "O", "C", "C", "H", "H", "H", "H", "H", "H", "O", "C", "C", "C", "C", "O", "C", "C", "H", "H", "H", "H", "H", "H", "O", "C", "C", "C", "C", "O", "C", "C", "H", "H", "H", "H", "H", "H", "O", "C", "C", "C", "C", "O", "C", "C", "H", "H", "H", "H", "H", "H", "C", "O", "H", "H", "H", "H", "C", "O", "H", "H", "H", "H", "C", "O", "H", "H", "H", "H", "C", "O", "H", "H", "H", "H"], "positions_angstrom": [[-3.0164, -3.9441, 2.5245], [-2.4864, -3.0651, 3.4325], [-3.1964, -2.9911, 4.6965], [-2.7544, -2.0251, 5.6655], [-1.5744, -1.2601, 5.4205], [-1.1414, -0.4911, 6.4465], [-0.8994, -1.3621, 4.1875], [-1.4114, -2.1171, 3.1355], [-3.6944, -4.5491, 3.0305], [-4.2494, -3.5921, 5.0145], [-3.2724, -1.9371, 6.6095], [-0.1754, -0.4621, 6.3725], [-0.0504, -0.6611, 4.0005], [-0.8764, -2.3651, 2.0095], [0.2176, 1.8889, 5.0165], [1.5216, 2.0719, 5.5635], [2.5656, 1.6109, 4.8415], [3.8906, 1.7539, 5.3295], [4.1416, 2.2989, 6.5885], [5.4146, 2.4789, 7.0535], [3.0346, 2.8169, 7.2945], [1.7296, 2.7059, 6.8055], [-0.1234, 2.5519, 5.5025], [2.5076, 1.3419, 3.7035], [4.8306, 1.4019, 4.6085], [5.6706, 2.9449, 7.7025], [3.1376, 3.3549, 8.2855], [0.9326, 3.1069, 7.4035], [4.5906, 0.1769, -5.3495], [5.1176, 0.5839, -4.2545], [4.5896, -0.0031, -3.0635], [5.3086, 0.3949, -1.8575], [6.2816, 1.3469, -1.7425], [6.8576, 1.6599, -0.6075], [6.4526, 2.1659, -2.9735], [6.0146, 1.7449, -4.2085], [4.9206, 0.3849, -6.1775], [3.8636, -0.8681, -2.9515], [4.9386, -0.3011, -0.9665], [6.2366, 1.2779, 0.1525], [6.8916, 2.9669, -2.8175], [6.3056, 2.2779, -5.0345], [-0.6104, -3.4501, -4.3785], [-0.6774, -4.5881, -3.5655], [-0.7434, -4.4821, -2.2255], [-0.8834, -5.6591, -1.3435], [-0.7754, -6.9751, -2.0295], [-0.8474, -8.1381, -1.2835], [-0.5664, -7.0721, -3.4345], [-0.5114, -5.8921, -4.2405], [-0.6184, -2.6281, -3.9635], [-1.0974, -3.6821, -1.4775], [-1.0054, -5.5481, -0.3635], [-0.9334, -9.0361, -1.7215], [-0.4474, -7.9821, -4.0035], [-0.3254, -6.0061, -5.3765], [-4.3314, -0.2791, 0.9355], [-5.7374, -0.3121, 0.9195], [-6.4604, 0.6319, 0.1465], [-7.8174, 0.5219, 0.1135], [-8.5184, -0.4901, 0.7575], [-9.8894, -0.5191, 0.6615], [-7.8124, -1.5401, 1.4735], [-6.3564, -1.4031, 1.5805], [-3.8704, -0.9981, 1.1655], [-5.7854, 1.5589, -0.2135], [-8.2594, 1.3149, -0.4095], [-10.1404, -1.0901, -0.1295], [-8.3754, -2.2111, 2.0675], [-6.1434, -2.2181, 2.4275], [1.2576, 1.1149, 0.9895], [0.6286, 0.7179, -0.1955], [-0.6284, 0.1479, 0.0195], [-1.4544, -0.3391, -1.0435], [-0.8604, -0.3401, -2.3255], [-1.5764, -0.6901, -3.4035], [0.5236, 0.0249, -2.4715], [1.2606, 0.5229, -1.4555], [1.8536, 1.9369, 0.7295], [-1.0844, 0.1939, 1.0985], [-2.3314, -0.5461, -0.8905], [-1.3134, -0.3381, -4.3725], [1.1026, -0.0451, -3.3745], [2.2816, 0.8359, -1.5775], [-2.2384, 0.3179, -6.1185], [-0.9684, -0.4731, -6.0675], [-2.3314, 0.8199, -7.1005], [-2.3324, 1.2659, -5.7485], [-3.1424, -0.3671, -6.0755], [-0.3414, -0.2031, -6.6705], [3.5536, 3.9449, -2.3195], [3.0256, 5.1909, -1.9725], [3.2486, 3.6259, -3.4395], [3.0886, 3.1129, -1.7645], [4.4916, 3.8489, -2.1715], [2.5176, 5.5959, -2.6795], [-1.6374, 3.0839, -2.4515], [-2.4524, 4.1769, -2.5795], [-0.6044, 3.3069, -2.3665], [-1.9714, 2.5159, -3.2815], [-1.8504, 2.4209, -1.4965], [-2.3404, 4.4989, -1.6405], [4.1266, 3.7819, 1.1175], [2.8816, 3.3769, 0.6175], [4.7356, 2.8439, 1.2045], [4.0336, 4.4069, 2.1435], [4.7126, 4.6879, 0.6095], [2.6356, 3.8759, 0.0465]], "atomic_forces_ev_per_a": [[-1.1, -1.6, 0.7], [-1.2, 1.4, 2.0], [-0.6, 1.0, 0.9], [0.8, -1.0, -1.8], [-1.5, -1.8, -0.7], [0.8, 0.2, 0.3], [0.0, 1.4, -0.2], [-0.4, -4.0, -2.2], [2.0, 1.9, -1.5], [3.2, 1.4, -1.4], [0.1, 0.1, 0.0], [-0.3, 0.4, 0.1], [-0.7, -0.8, 0.2], [-1.4, 1.3, 3.5], [3.8, -2.3, -1.0], [-1.5, -0.4, 0.0], [2.8, -0.2, -2.8], [2.1, -1.1, -1.6], [-0.7, 1.4, 0.7], [-2.0, -6.6, -8.8], [-0.4, 0.4, 0.9], [1.1, -0.6, -0.6], [-3.6, 3.4, 2.1], [-0.5, 0.2, 2.5], [-2.6, 1.0, 2.2], [1.6, 5.6, 7.7], [0.2, -0.8, -1.3], [-0.4, 0.0, 0.0], [-3.1, -2.6, -1.3], [0.8, 1.9, 3.6], [2.7, 1.0, 0.6], [-2.6, -3.3, 0.7], [-2.3, 0.7, -4.6], [-0.9, -0.3, 4.2], [-3.4, -8.7, 1.2], [-1.8, -2.9, 3.3], [1.5, 1.1, -2.0], [1.0, 1.4, -0.8], [1.2, 1.9, -1.4], [2.2, 1.2, -2.3], [4.5, 7.5, 0.9], [0.3, 1.1, -2.1], [0.0, -3.6, -1.6], [1.2, -0.1, -3.2], [-2.3, -2.0, 5.7], [1.6, -2.6, -8.5], [0.0, 1.2, 0.4], [-0.2, -0.8, 0.4], [-0.2, 2.9, -0.4], [-0.1, 0.5, 1.1], [-0.3, 2.0, 1.8], [1.1, 0.1, -2.4], [-0.5, 0.2, 3.9], [0.2, 2.2, 0.0], [0.0, -0.4, 0.5], [-0.4, 0.6, 2.2], [-3.5, 5.9, -1.9], [1.6, -2.4, 0.4], [3.9, 0.7, 1.3], [0.2, -0.1, 0.3], [1.4, -2.1, 0.4], [-1.0, -1.1, -1.4], [1.6, 4.3, -1.7], [-4.1, -1.4, 1.5], [1.8, -4.6, 1.7], [-2.0, -2.3, 0.4], [-1.4, 0.7, -0.6], [0.5, 1.1, 1.6], [-0.3, -0.8, 0.3], [1.3, 2.2, -2.3], [1.7, 2.5, -2.1], [-0.2, -1.9, 1.1], [-1.7, 0.4, 0.8], [11.4, 3.0, -1.8], [1.6, 0.8, 0.6], [-0.6, 0.1, -3.1], [-1.3, -0.4, -0.5], [-0.6, 1.2, 2.7], [-1.3, -2.2, 1.1], [1.0, 0.0, -2.2], [-9.4, -2.4, 1.4], [0.2, -1.1, 3.4], [-0.6, -0.3, -0.8], [0.3, 0.0, -0.2], [-0.1, -2.7, -4.4], [-4.1, 0.2, 3.0], [0.2, -1.3, -0.8], [0.4, 1.9, 3.5], [1.5, 0.9, 0.6], [1.8, 1.3, -2.1], [-7.7, -1.8, -3.9], [0.0, 0.7, 0.7], [1.1, 0.9, 2.2], [-0.1, 0.4, 0.1], [6.7, 0.0, 0.8], [0.1, -0.3, 0.0], [-0.9, -3.2, 1.6], [-0.3, 2.4, 3.1], [1.2, 0.2, -0.5], [0.8, -1.3, -0.9], [0.1, 1.2, -1.6], [-1.0, 0.7, -1.7], [1.8, 2.7, 2.1], [4.7, -8.9, 10.6], [-0.2, 1.3, 0.2], [-0.1, -2.2, -1.6], [-1.4, -2.4, -0.2], [-4.9, 9.8, -11.1]], "lumo_ev": 0.2, "gap_ev": 7.7, "multiplicity": 1, "e_homo_ha": -0.2749, "smiles": "Oc1ccc(O)cc1.Oc1ccc(O)cc1.Oc1ccc(O)cc1.Oc1ccc(O)cc1.Oc1ccc(O)cc1.Oc1ccc(O)cc1.CO.CO.CO.CO"}

=====

(2)
{"formula": "C40H54BN10PRhS4", "method": "wB97M-V/def2-TZVPD", "elements": ["Rh", "C", "C", "C", "C", "N", "C", "C", "N", "B", "N", "C", "C", "N", "C", "S", "C", "C", "C", "C", "N", "C", "C", "N", "C", "S", "C", "C", "C", "C", "C", "S", "H", "H", "H", "H", "H", "H", "H", "H", "H", "H", "H", "H", "H", "H", "H", "H", "H", "H", "H", "H", "H", "H", "H", "H", "H", "H", "H", "H", "H", "H", "H", "H", "H", "H", "N", "N", "C", "N", "S", "H", "H", "H", "H", "H", "N", "P", "C", "C", "C", "C", "C", "C", "C", "C", "C", "C", "C", "C", "C", "C", "C", "C", "C", "C", "H", "H", "H", "H", "H", "H", "H", "H", "H", "H", "H", "H", "H", "H", "H"], "positions_angstrom": [[0.0726, -0.8504, 0.4677], [1.7912, -1.0508, 4.1575], [2.1562, 0.4280, 4.1900], [2.2343, 0.8749, 5.6535], [3.5063, 0.6109, 3.4912], [1.1567, 1.3269, 3.5082], [1.4079, 2.6878, 3.4828], [0.3623, 3.2855, 2.8894], [-0.5399, 2.3122, 2.5348], [-1.8546, 2.7830, 1.8144], [-1.5441, 3.2755, 0.3854], [-2.3058, 4.2881, -0.1551], [-1.8802, 4.5087, -1.4083], [-0.8518, 3.6120, -1.6606], [-0.6494, 2.8676, -0.5362], [0.5559, 1.6644, -0.3230], [-0.0287, 3.6325, -2.9123], [1.3644, 4.1712, -2.5805], [-0.7010, 4.5600, -3.9214], [0.0563, 2.2385, -3.5416], [-3.0133, 1.7547, 1.8937], [-3.6016, 1.5875, 3.1347], [-4.5989, 0.7090, 3.0132], [-4.6588, 0.3223, 1.6758], [-3.6617, 0.9725, 0.9817], [-3.2772, 0.8390, -0.6740], [-5.7543, -0.6177, 1.2752], [-5.7918, -0.9847, -0.2038], [-7.0896, 0.0514, 1.6175], [-5.5771, -1.9071, 2.0903], [-0.0467, 1.1168, 2.9085], [-0.8677, -0.3849, 2.6354], [2.5634, -1.5856, 4.7136], [1.7776, -1.4390, 3.1413], [0.8314, -1.2507, 4.6286], [2.9272, 0.2259, 6.1900], [1.2547, 0.8007, 6.1294], [2.5920, 1.8997, 5.7532], [4.2403, -0.0418, 3.9664], [3.8701, 1.6365, 3.5604], [3.4217, 0.3341, 2.4401], [2.3046, 3.1198, 3.8860], [0.1833, 4.3253, 2.6743], [-2.2239, 3.7483, 2.4364], [-3.0984, 4.7596, 0.4003], [-2.2482, 5.2098, -2.1317], [1.2972, 5.1881, -2.1880], [1.9776, 4.1856, -3.4844], [1.8514, 3.5367, -1.8407], [-0.7205, 5.5948, -3.5779], [-1.7190, 4.2330, -4.1429], [-0.1287, 4.5340, -4.8474], [0.7315, 1.5945, -2.9867], [0.4343, 2.3356, -4.5609], [-0.9320, 1.7730, -3.5779], [-3.2417, 2.1135, 4.0036], [-5.2739, 0.3348, 3.7601], [-5.8620, -0.1118, -0.8454], [-6.6777, -1.6053, -0.3559], [-4.9151, -1.5544, -0.5083], [-7.2137, 0.9642, 1.0336], [-7.1624, 0.3048, 2.6743], [-7.9086, -0.6274, 1.3776], [-4.5552, -2.2838, 2.0009], [-6.2644, -2.6685, 1.7194], [-5.7857, -1.7547, 3.1499], [-2.1403, -1.5411, -0.2081], [-2.3759, -2.8769, -0.5162], [-1.5559, -3.8419, -0.0717], [-1.8792, -5.0970, -0.4179], [-0.2240, -3.5217, 0.8949], [-2.6832, -1.2525, 0.6011], [-2.4113, -0.9228, -0.9694], [-3.2211, -3.1132, -1.0107], [-2.7221, -5.3218, -0.9190], [-1.3235, -5.8438, -0.0418], [2.0324, -0.7974, 0.2270], [2.6304, -1.5083, -1.0823], [1.4127, -2.2440, -2.2124], [1.4520, -3.5532, -2.6748], [0.4779, -4.0011, -3.5588], [-0.5235, -3.1426, -3.9902], [-0.5555, -1.8267, -3.5433], [0.4068, -1.3766, -2.6529], [3.8177, -2.7380, -0.5152], [3.3731, -3.9262, 0.0668], [4.2745, -4.7516, 0.7203], [5.6113, -4.3861, 0.8145], [6.0531, -3.2003, 0.2434], [5.1598, -2.3715, -0.4170], [3.4818, -0.3368, -2.1542], [3.8267, 0.9096, -1.6354], [4.4734, 1.8337, -2.4444], [4.7679, 1.5124, -3.7618], [4.4193, 0.2691, -4.2783], [3.7734, -0.6589, -3.4783], [2.2499, -4.2167, -2.3634], [0.5124, -5.0204, -3.9227], [-1.2703, -3.4933, -4.6920], [-1.3165, -1.1449, -3.9062], [0.4087, -0.3352, -2.3373], [2.3261, -4.1984, 0.0166], [3.9321, -5.6785, 1.1631], [6.3092, -5.0252, 1.3395], [7.0959, -2.9186, 0.3175], [5.5023, -1.4453, -0.8628], [3.5634, 1.1492, -0.6117], [4.7472, 2.8032, -2.0475], [5.2689, 2.2350, -4.3940], [4.6484, 0.0277, -5.3083], [3.4962, -1.6258, -3.8808]], "atomic_forces_ev_per_a": [[-0.3, 0.0, 0.3], [-0.1, 0.0, -0.1], [0.0, -0.1, 0.1], [0.0, 0.0, 0.0], [-0.1, 0.0, 0.0], [0.0, 0.0, 0.0], [0.1, 0.0, 0.0], [0.0, 0.0, -0.1], [-0.1, -0.1, 0.2], [0.0, -0.2, -0.2], [0.0, 0.0, 0.1], [-0.1, 0.0, 0.1], [-0.1, -0.1, -0.1], [0.1, 0.1, 0.0], [-0.3, -0.1, -0.2], [0.2, -0.1, 0.0], [0.1, 0.0, 0.0], [0.0, 0.0, 0.0], [-0.1, 0.0, 0.0], [0.0, 0.0, 0.0], [-0.1, -0.1, -0.1], [0.2, 0.1, -0.1], [-0.1, -0.1, -0.1], [0.1, 0.0, 0.0], [0.0, 0.1, 0.4], [-0.7, 2.0, -0.2], [-0.1, -0.1, 0.0], [0.1, 0.1, 0.0], [0.0, 0.0, 0.0], [0.0, 0.1, 0.0], [-0.1, 0.3, 0.0], [0.4, -0.2, -0.1], [0.0, 0.1, 0.0], [0.0, 0.0, 0.0], [0.0, 0.0, 0.0], [0.0, 0.0, 0.0], [0.0, 0.0, 0.0], [0.0, 0.0, 0.0], [0.0, 0.0, 0.0], [0.0, 0.0, 0.0], [0.0, 0.0, -0.1], [0.0, -0.1, 0.0], [0.0, -0.1, 0.0], [0.0, 0.0, 0.0], [0.1, 0.0, 0.0], [0.1, 0.0, 0.0], [0.0, 0.0, 0.0], [0.0, 0.0, 0.0], [0.0, 0.0, 0.0], [0.0, 0.0, 0.0], [0.0, 0.0, 0.0], [0.0, 0.0, 0.0], [0.0, 0.0, 0.0], [0.0, 0.0, 0.0], [0.0, 0.0, 0.0], [0.0, 0.0, -0.1], [0.0, 0.0, -0.1], [0.0, 0.0, 0.0], [0.0, 0.0, 0.0], [0.0, 0.0, 0.0], [0.0, 0.0, 0.0], [0.0, 0.0, 0.0], [0.0, 0.0, 0.0], [0.0, 0.0, 0.0], [0.0, 0.0, 0.0], [0.0, 0.0, 0.0], [1.1, -1.0, 0.2], [0.3, -0.3, 0.1], [-0.2, 0.1, 0.0], [0.0, -0.1, 0.0], [0.2, 0.1, 0.1], [-0.1, 0.0, -0.1], [-0.1, -0.1, 0.0], [-0.1, 0.0, -0.1], [0.0, 0.0, 0.0], [0.0, 0.0, 0.0], [-0.5, 0.0, 0.1], [0.4, -0.4, -0.7], [0.0, 0.1, 0.2], [0.1, 0.0, 0.0], [0.0, 0.0, 0.0], [0.0, 0.0, 0.0], [0.0, 0.0, 0.0], [0.1, 0.0, -0.1], [-0.1, 0.1, 0.1], [0.0, 0.0, -0.1], [0.0, 0.0, 0.0], [0.0, 0.0, 0.0], [0.1, 0.0, 0.0], [0.0, -0.1, -0.1], [0.0, 0.2, 0.3], [0.0, 0.0, 0.0], [0.0, 0.0, 0.0], [0.0, 0.0, 0.0], [0.0, 0.0, 0.0], [0.0, 0.0, 0.0], [-0.1, 0.0, 0.0], [0.0, 0.0, 0.0], [0.0, 0.0, 0.0], [0.0, 0.0, 0.0], [-0.1, -0.1, 0.0], [0.0, 0.0, 0.1], [0.0, 0.0, 0.0], [0.0, 0.0, 0.0], [0.0, 0.0, 0.0], [0.0, 0.0, 0.0], [0.0, 0.0, 0.0], [0.0, 0.0, 0.0], [0.0, 0.0, 0.0], [0.0, 0.0, 0.0], [0.0, 0.0, 0.0]], "lumo_ev": [-1.8, -3.5], "s_squared": 6.02, "gap_ev": [7.4, 5.9], "multiplicity": 5, "total_charge": 1, "e_homo_ha": [-0.3353, -0.3451], "relative_energy_kcal_mol": 21.8}

=====

| no. | total energy (hartree) | strongest force on any atom (eV Å⁻¹) |
| --- | --- | --- |
| 1 | -2758.6321 | 15.6 |
| 2 | -4173.6224 | 2.1 |